Density functional theory data (ωB97M-V/def2-TZVPD) for a molecular structure, C53H43AsBrF6N4O6PV at a distorted geometry.

Values from the calculation:
- HOMO (spin up / spin down): -7.59 / -7.59 eV
- ΔE to the lowest compared entry with this formula, charge and spin: 8.1 kcal per mole
- Spin multiplicity: 2
- E_LUMO (spin up / spin down): -2.956 / -2.427 eV
- Charge: 0
- HOMO-LUMO gap (spin up / spin down): 4.636 / 5.167 eV

Element x y z (Å)
V  0.60657  0.80509  -0.91928
O  2.23193  -2.45349  1.78390
C  3.38893  -1.81068  2.01864
C  4.27777  -2.42395  2.90211
C  5.48206  -1.82878  3.21004
C  5.84827  -0.60812  2.63809
C  4.99459  0.00331  1.75361
C  3.75468  -0.57738  1.43492
C  2.87963  0.08722  0.48343
O  1.76731  -0.46286  0.09941
N  3.25649  1.24520  -0.04740
N  2.35736  1.61695  -0.98495
C  2.62556  2.51952  -1.86255
C  1.65108  2.59385  -2.93229
C  1.71316  3.39990  -4.04124
C  0.75513  3.23449  -5.03822
C  -0.21807  2.26519  -4.89204
C  -0.23524  1.50938  -3.73200
N  0.67444  1.67989  -2.77381
H  1.68188  -1.97077  1.14796
H  3.99427  -3.38154  3.32152
H  6.15712  -2.32560  3.89729
H  6.79996  -0.15221  2.87937
H  5.24753  0.94115  1.28139
H  3.54645  3.08329  -1.81178
H  2.50190  4.13630  -4.12054
H  0.77768  3.85295  -5.92673
H  -0.98266  2.10738  -5.63976
H  -0.98365  0.74645  -3.56759
Br  0.43622  -5.05193  -0.38279
C  1.06140  -4.36556  -2.02794
C  1.60441  -5.29687  -2.90370
C  2.11978  -4.89989  -4.12606
C  2.11734  -3.56042  -4.47948
C  1.57341  -2.63037  -3.61396
C  1.02131  -3.00576  -2.38386
C  0.36523  -1.92769  -1.56069
O  -0.20108  -2.16318  -0.52969
O  0.43370  -0.69506  -2.07655
H  1.62501  -6.33848  -2.61297
H  2.53353  -5.64100  -4.79861
H  2.53956  -3.24234  -5.42478
H  1.56395  -1.57997  -3.87004
C  -3.94794  0.80784  -5.65578
C  -3.45078  -0.48204  -5.54411
C  -3.06944  -0.98296  -4.29986
C  -3.20676  -0.21311  -3.14636
C  -3.70752  1.08674  -3.27289
C  -4.06864  1.59318  -4.51435
As  -2.77146  -0.83477  -1.30321
C  -3.23512  -2.74205  -1.43253
C  -2.58608  -3.59470  -2.32432
C  -2.92478  -4.93724  -2.40917
C  -3.90654  -5.45951  -1.57939
C  -4.52332  -4.63470  -0.64941
C  -4.18233  -3.29040  -0.56934
C  -4.49555  -0.21960  -0.57808
C  -4.57223  0.45387  0.63255
C  -5.79444  0.92824  1.10276
C  -6.94501  0.73569  0.35682
C  -6.88230  0.04268  -0.84871
C  -5.66780  -0.44072  -1.30999
H  -4.24596  1.19549  -6.62356
H  -3.36636  -1.11419  -6.42100
H  -2.69099  -1.99291  -4.24506
H  -3.82227  1.71447  -2.39930
H  -4.45063  2.60645  -4.58382
H  -1.78283  -3.22174  -2.94852
H  -2.41125  -5.58187  -3.11312
H  -4.17244  -6.50753  -1.64126
H  -5.27126  -5.03958  0.02161
H  -4.66039  -2.66347  0.17186
H  -3.66275  0.60592  1.19503
H  -5.84299  1.45670  2.04755
H  -7.89443  1.12570  0.70526
H  -7.77916  -0.11721  -1.43612
H  -5.62860  -0.98762  -2.24347
C  4.76731  -0.09358  6.36787
C  4.54015  0.87244  5.23274
C  5.57503  1.70212  4.81494
C  5.39310  2.56985  3.75081
C  4.15849  2.65616  3.13556
C  3.09469  1.86826  3.57557
N  1.85122  2.02721  2.92779
C  0.60116  2.14432  3.54564
C  0.50664  2.66169  4.84262
C  -0.72247  2.82992  5.45127
C  -1.89320  2.47600  4.78744
C  -1.81097  1.94243  3.51905
C  -0.58293  1.77190  2.88688
C  -0.55730  1.16082  1.53518
O  -1.33549  0.30675  1.20233
O  0.41224  1.58080  0.72071
C  3.29116  0.92593  4.59538
C  2.22603  -0.07030  4.97807
H  5.70637  0.12402  6.87613
H  4.81167  -1.12399  6.00217
H  3.95811  -0.03860  7.09824
H  6.53246  1.65537  5.32141
H  6.21307  3.19442  3.41209
H  3.99261  3.35228  2.32066
H  1.86006  2.13837  1.93154
H  1.41596  2.97172  5.34272
H  -0.77069  3.24777  6.44972
H  -2.85845  2.62728  5.25240
H  -2.70742  1.66302  2.98310
H  1.76907  0.17670  5.94094
H  2.67034  -1.06456  5.06336
H  1.43418  -0.11980  4.23462
F  -1.55520  1.93931  -1.13416
P  -1.63157  3.63934  -0.98866
F  -1.55469  3.70937  -2.59979
F  -1.64910  5.22140  -0.87725
F  -3.21901  3.53015  -1.05713
F  -1.66649  3.46472  0.59636
F  0.00832  3.63031  -0.94942

Force components x, y, z for each atom (eV/Å):
V -2.374 -2.065 -0.213
O 0.205 -0.051 0.169
C -0.084 0.252 -0.168
C 0.008 -0.105 0.097
C -0.022 -0.007 -0.089
C 0.145 -0.023 -0.086
C -0.090 -0.190 -0.099
C -0.244 -0.372 0.015
C 0.353 0.703 -0.326
O -0.189 0.654 -0.402
N 0.264 -0.073 0.439
N 1.125 0.378 -0.145
C -0.043 -0.118 0.257
C -0.124 0.050 0.020
C 0.160 0.169 -0.130
C -0.024 -0.034 -0.004
C 0.119 0.173 -0.071
C -0.014 -0.246 0.258
N -0.045 0.583 -0.461
H -0.095 0.032 -0.076
H -0.009 0.059 0.018
H -0.016 0.015 -0.018
H -0.078 -0.033 0.001
H 0.051 -0.054 0.026
H 0.065 -0.013 -0.050
H -0.037 -0.024 -0.051
H 0.020 0.007 0.063
H 0.007 -0.053 0.052
H -0.034 0.058 0.055
Br -0.014 0.036 -0.047
C -0.065 0.317 0.008
C 0.018 -0.005 0.015
C 0.024 -0.031 -0.006
C 0.049 0.066 -0.088
C -0.030 -0.085 0.139
C -0.063 0.191 -0.328
C 0.117 -0.783 -0.183
O 0.037 -0.010 0.500
O 0.298 0.071 0.589
H -0.014 0.027 -0.002
H -0.005 0.005 0.032
H -0.035 -0.011 0.030
H -0.018 -0.021 -0.041
C 0.008 -0.004 -0.015
C 0.124 -0.004 0.066
C -0.034 0.130 -0.033
C -0.307 -0.251 0.041
C 0.113 -0.008 -0.120
C 0.084 0.055 0.036
As -0.456 0.192 -0.270
C -0.121 0.009 -0.075
C 0.072 0.040 0.074
C 0.012 -0.037 0.036
C 0.005 0.016 0.024
C 0.081 -0.012 0.026
C -0.006 -0.021 -0.064
C -0.165 -0.164 -0.241
C 0.129 -0.043 -0.083
C 0.012 -0.012 -0.009
C -0.026 0.001 -0.021
C 0.079 -0.060 -0.053
C -0.048 0.133 0.252
H -0.007 -0.012 0.048
H 0.016 0.039 0.017
H -0.054 -0.029 -0.011
H -0.029 -0.019 0.014
H 0.015 -0.072 0.008
H 0.015 -0.018 -0.036
H 0.007 0.035 0.005
H -0.004 0.021 -0.008
H 0.016 0.017 0.000
H -0.076 -0.001 -0.036
H 0.025 0.073 0.083
H 0.023 0.002 -0.034
H 0.043 -0.030 0.016
H 0.008 0.005 0.050
H 0.005 0.016 -0.041
C -0.007 0.063 -0.118
C -0.044 0.093 0.077
C -0.083 0.019 0.078
C 0.066 0.102 -0.022
C -0.034 0.128 0.128
C -0.182 0.248 0.055
N -0.123 -0.364 0.368
C 0.347 0.191 -0.028
C 0.047 0.024 -0.005
C 0.030 -0.104 -0.050
C -0.051 0.025 0.099
C -0.006 -0.032 -0.131
C 0.467 0.255 -0.068
C -0.182 0.149 0.915
O -0.134 -0.470 -0.449
O 0.467 0.322 0.034
C 0.022 -0.078 -0.023
C 0.119 0.082 0.000
H -0.011 -0.009 -0.011
H -0.039 0.013 0.032
H 0.037 -0.045 0.008
H -0.011 -0.009 -0.008
H -0.060 -0.022 0.015
H -0.017 -0.005 0.054
H 0.066 0.059 -0.077
H -0.010 -0.051 0.030
H 0.014 0.016 -0.037
H 0.029 -0.025 0.006
H -0.006 -0.025 -0.031
H -0.040 -0.020 -0.039
H -0.049 0.033 0.029
H -0.005 -0.014 -0.003
F 0.675 -0.114 -0.063
P -0.190 0.274 -0.070
F 0.028 -0.008 -0.049
F -0.010 0.039 -0.012
F -0.045 -0.036 -0.036
F 0.047 -0.067 0.075
F 0.021 -0.066 -0.017

---

Density functional theory data (ωB97M-V/def2-TZVPD) for a molecular structure, C3H6O4Tm at a distorted geometry.

Values from the calculation:
- HOMO (spin up / spin down): -16.81 / -19.27 eV
- ΔE to the lowest compared entry with this formula, charge and spin: 0.0 kcal per mole
- Spin multiplicity: 4
- E_LUMO (spin up / spin down): -10.750 / -11.715 eV
- Charge: +2
- HOMO-LUMO gap (spin up / spin down): 6.065 / 7.556 eV

Element x y z (Å)
O  0.01064  2.28802  -1.01000
O  0.17248  4.04356  0.39129
C  -0.46699  2.98886  -0.07112
O  -1.56678  2.66798  0.46257
H  -1.32773  -2.11730  -0.40414
Tm  -1.75210  0.79773  -0.83067
O  -0.82187  -1.29793  -0.43714
H  1.04572  4.11164  -0.01797
C  0.51159  -1.48362  0.08045
C  0.86837  -2.88566  0.34163
H  0.51185  -1.30453  1.23952
H  0.86522  -3.57638  -0.50420
H  1.17334  -0.89388  -0.56940
H  0.77628  -3.33849  1.32919

Force components x, y, z for each atom (eV/Å):
O -0.965 -2.308 -1.042
O -1.023 -1.278 -0.297
C 1.351 2.183 1.149
O -1.286 -1.995 -0.618
H -0.076 -0.560 0.051
Tm 2.133 2.204 1.131
O -2.138 1.694 -0.926
H 0.272 0.213 -0.209
C 1.872 -0.447 4.398
C -0.606 -1.673 -1.864
H -0.139 1.838 -2.251
H 0.377 -0.014 0.209
H -0.026 -0.257 0.481
H 0.253 0.399 -0.212

---

Density functional theory data (ωB97M-V/def2-TZVPD) for a molecular structure, C39H47N10NaO4P2S.

Values from the calculation:
- HOMO: -1.33 eV
- E_LUMO: 3.570 eV
- Charge: -2
- HOMO-LUMO gap: 4.900 eV

Element x y z (Å)
Na  -1.31595  0.85099  1.45663
N  -1.18548  1.36188  4.71048
C  -1.71457  2.72206  4.83995
C  -1.96199  3.56240  3.57215
O  -2.35468  4.73962  3.78889
N  -1.73030  2.96320  2.42453
C  -2.00535  3.79888  1.25795
C  -2.19579  2.94104  0.00105
O  -3.20419  3.08981  -0.71998
O  -1.27901  2.07784  -0.21762
H  -1.86879  0.81692  4.19160
H  -0.37820  1.41149  4.09625
H  -2.66420  2.67760  5.38136
H  -1.04168  3.30530  5.47518
H  -2.88128  4.43476  1.40006
H  -1.15122  4.46680  1.05603
C  -6.11361  0.46344  -0.40077
C  -6.37453  -0.46350  0.77848
N  -5.22710  -1.25851  1.19222
C  -4.23692  -0.75801  1.95404
S  -4.15140  0.73915  2.59543
N  -3.25717  -1.79308  2.22725
N  -2.08701  -1.38478  2.25555
C  -1.15131  -2.36859  2.63443
C  -1.67236  -3.66186  3.19324
C  0.15830  -2.10115  2.47268
C  1.26738  -3.08030  2.64001
C  2.49955  -2.51330  3.42266
C  2.36009  -1.04975  3.67752
C  1.55865  -0.30888  2.92514
N  0.73054  -0.91715  1.89976
H  -7.04003  0.97708  -0.66977
H  -5.74895  -0.07619  -1.27670
H  -5.37476  1.22373  -0.14063
H  -7.18559  -1.16360  0.56329
H  -6.66519  0.12626  1.64805
H  -5.00322  -2.09787  0.67961
H  -2.51662  -3.46929  3.85393
H  -0.89861  -4.17542  3.75940
H  -2.03433  -4.33068  2.40821
H  0.99211  -4.09703  2.90603
H  2.76622  -3.05731  4.33101
H  2.98257  -0.57351  4.42537
H  1.48789  0.76795  3.00757
O  2.72189  3.72849  2.44379
N  1.63360  3.27642  1.67585
C  1.95530  2.85694  0.52081
C  3.28409  2.81530  -0.12850
C  4.19463  3.86104  0.02036
C  5.41157  3.84507  -0.64143
C  5.73806  2.76874  -1.45159
C  4.83912  1.72289  -1.60409
C  3.59913  1.72425  -0.96059
P  2.37945  0.34552  -1.11472
C  3.00791  -0.48685  -2.65051
C  2.87312  0.11978  -3.90293
C  3.18427  -0.56171  -5.06918
C  3.62469  -1.88010  -5.01208
C  3.75207  -2.50045  -3.77728
C  3.44593  -1.80974  -2.60975
C  2.73393  -0.70557  0.24280
C  1.61337  -1.53870  0.76984
C  2.08837  -2.90413  1.33867
C  3.39355  -2.82843  2.15609
C  4.41629  -1.88576  1.64458
C  4.04529  -0.93712  0.74381
H  2.26973  3.98993  3.25183
H  1.09352  2.49246  -0.04250
H  3.93503  4.69616  0.65324
H  6.10262  4.67099  -0.51755
H  6.69464  2.73512  -1.96140
H  5.10844  0.88268  -2.22909
H  2.51106  1.14226  -3.96092
H  3.07030  -0.06890  -6.02840
H  3.85727  -2.41829  -5.92376
H  4.08984  -3.52952  -3.71985
H  3.54272  -2.28561  -1.63908
H  0.86752  -1.74335  -0.00015
H  2.01809  -3.68452  0.57901
H  3.79438  -3.84074  2.28799
H  5.44903  -1.97294  1.96388
H  4.83074  -0.29835  0.34622
C  -3.11769  -1.87550  -3.35617
N  -1.69352  -2.03575  -3.63667
C  -1.29100  -0.94825  -4.53345
N  -1.60392  0.38640  -4.04494
C  -3.03203  0.46467  -3.74541
N  -3.50297  -0.57479  -2.82527
C  -2.92715  -0.35408  -1.48647
P  -1.07267  -0.39705  -1.40657
C  -0.91067  -1.98239  -2.38786
C  -0.79981  0.72614  -2.85874
H  -3.42421  -2.65138  -2.64721
H  -3.66071  -2.02907  -4.29541
H  -1.81341  -1.09468  -5.48564
H  -0.21428  -1.01869  -4.70847
H  -3.58398  0.35536  -4.68592
H  -3.24893  1.43974  -3.30506
H  -3.32455  -1.11868  -0.80965
H  -3.23625  0.62869  -1.12204
H  -1.20996  -2.82471  -1.75205
H  0.14605  -2.13622  -2.63525
H  0.25868  0.69598  -3.12489
H  -1.03950  1.73257  -2.51779

Force components x, y, z for each atom (eV/Å):
Na 0.462 -0.292 0.662
N -0.028 0.037 -0.030
C -0.038 0.013 -0.020
C 0.100 -0.048 -0.007
O 0.031 -0.012 -0.002
N -0.222 0.075 0.028
C 0.015 0.019 -0.052
C -0.142 -0.003 -0.085
O 0.092 0.029 0.049
O -0.042 0.401 -0.543
H -0.008 -0.006 0.005
H 0.016 -0.014 0.025
H -0.005 -0.013 -0.008
H 0.016 0.009 -0.006
H -0.029 -0.027 0.022
H -0.031 0.000 0.028
C 0.064 0.065 0.004
C 0.012 -0.043 0.006
N 0.099 0.232 -0.048
C 0.141 -0.448 -0.074
S -0.039 0.133 0.169
N -0.518 0.237 -0.050
N 0.410 -0.130 -0.050
C -0.108 0.126 -0.021
C 0.061 -0.052 0.036
C 0.118 -0.065 0.096
C -0.008 0.022 -0.065
C -0.034 0.022 0.042
C -0.041 0.109 -0.014
C 0.001 -0.005 -0.014
N -0.119 -0.153 -0.098
H 0.008 -0.018 0.001
H -0.012 -0.037 0.000
H 0.007 -0.017 -0.024
H 0.015 -0.015 -0.051
H -0.020 -0.002 0.026
H -0.088 -0.072 0.076
H -0.009 0.021 0.026
H -0.017 0.003 -0.031
H -0.012 0.028 -0.017
H 0.015 0.007 0.006
H -0.004 -0.009 -0.006
H 0.002 -0.028 -0.004
H 0.035 0.037 -0.020
O 0.022 0.013 0.032
N -0.012 -0.043 -0.046
C -0.120 0.019 -0.033
C 0.032 -0.093 -0.021
C -0.032 0.013 -0.026
C 0.008 0.028 0.016
C -0.020 -0.045 -0.021
C -0.059 0.042 0.051
C 0.114 -0.048 -0.042
P -0.032 0.081 -0.011
C 0.063 -0.068 0.026
C 0.008 0.042 0.024
C 0.007 0.001 -0.018
C -0.006 0.005 0.006
C -0.004 -0.002 0.013
C 0.019 0.019 -0.015
C -0.157 -0.028 0.184
C 0.127 0.082 0.005
C -0.039 -0.016 -0.013
C -0.027 -0.080 0.033
C 0.062 0.010 -0.008
C -0.025 0.006 -0.055
H 0.010 -0.006 0.022
H 0.014 0.002 0.089
H -0.017 0.004 0.024
H 0.001 -0.009 -0.005
H -0.005 0.004 0.002
H -0.004 -0.058 -0.051
H 0.010 -0.003 0.006
H -0.001 -0.003 0.005
H -0.006 0.001 0.006
H 0.002 0.007 -0.005
H 0.004 -0.007 -0.003
H 0.002 0.012 -0.025
H 0.012 0.013 -0.015
H 0.020 0.007 -0.001
H -0.015 -0.003 0.002
H 0.035 0.039 0.001
C -0.012 -0.004 0.000
N 0.008 0.028 -0.015
C 0.000 -0.018 0.024
N -0.007 0.031 0.036
C 0.022 -0.018 0.022
N 0.006 0.036 0.041
C -0.027 -0.020 -0.085
P -0.064 -0.117 0.024
C 0.024 -0.003 -0.035
C 0.010 0.001 -0.085
H 0.001 0.003 0.002
H -0.002 -0.004 -0.007
H -0.004 -0.002 -0.002
H 0.000 -0.002 0.004
H 0.002 -0.002 -0.001
H 0.000 -0.006 0.000
H -0.009 0.004 -0.001
H -0.028 0.033 0.002
H -0.007 0.003 -0.017
H -0.005 0.003 -0.003
H -0.029 -0.006 -0.007
H -0.018 0.005 0.003